No. 1
{
  "formula": "C11H26CsN8O2S",
  "method": "wB97M-V/def2-TZVPD",
  "mol_weight_g_mol": 467.35,
  "total_charge": 1,
  "homo_lumo_gap_ev": 8.562,
  "energy_ha": -1441.425075,
  "de_lowest_kj_mol": 29.8,
  "symbols": ["Cs", "C", "O", "C", "O", "N", "N", "H", "H", "H", "H", "H", "H", "C", "N", "C", "N", "C", "N", "C", "N", "C", "C", "H", "H", "H", "H", "H", "H", "H", "H", "H", "H", "H", "H", "C", "N", "C", "S", "N", "C", "H", "H", "H", "H", "H", "H", "H", "H"],
  "coordinates": [[-0.763, 1.767, 0.602], [-2.544, 3.557, -3.628], [-2.195, 4.697, -2.817], [-1.577, 4.428, -1.675], [-1.313, 3.300, -1.272], [-1.286, 5.566, -1.008], [-0.637, 5.489, 0.226], [-1.653, 2.990, -3.885], [-3.002, 3.974, -4.517], [-3.250, 2.924, -3.096], [-1.519, 6.450, -1.432], [-1.196, 5.957, 0.928], [0.265, 5.943, 0.162], [3.017, 0.490, 1.034], [1.951, -0.151, 0.244], [2.455, -0.337, -1.129], [3.675, -1.138, -1.170], [4.688, -0.467, -0.345], [4.250, -0.291, 1.045], [3.944, -1.618, 1.597], [2.909, -2.318, 0.824], [1.710, -1.487, 0.819], [3.382, -2.441, -0.561], [2.665, 0.617, 2.061], [3.223, 1.478, 0.614], [2.654, 0.644, -1.567], [1.683, -0.830, -1.723], [4.907, 0.511, -0.777], [5.602, -1.061, -0.355], [3.604, -1.507, 2.628], [4.854, -2.218, 1.597], [1.344, -1.367, 1.842], [0.931, -1.980, 0.233], [2.619, -2.947, -1.155], [4.287, -3.049, -0.575], [-5.476, -2.475, 0.423], [-4.586, -1.472, 0.973], [-3.344, -1.707, 1.438], [-2.474, -0.471, 2.225], [-2.875, -2.948, 1.253], [-1.581, -3.447, 1.695], [-6.413, -1.999, 0.152], [-5.698, -3.257, 1.155], [-5.066, -2.930, -0.481], [-4.927, -0.547, 1.167], [-3.475, -3.608, 0.790], [-1.130, -2.705, 2.346], [-0.924, -3.634, 0.845], [-1.715, -4.373, 2.251]]
}

No. 2
{
  "formula": "C11H26IrN3OP2",
  "method": "wB97M-V/def2-TZVPD",
  "mol_weight_g_mol": 470.51,
  "total_charge": 0,
  "spin_multiplicity": 5,
  "homo_lumo_gap_ev": [3.106, 6.271],
  "energy_ha": -1460.945968,
  "symbols": ["C", "C", "C", "C", "C", "Ir", "P", "H", "H", "H", "H", "H", "H", "H", "H", "C", "N", "C", "P", "O", "N", "C", "C", "N", "C", "C", "H", "H", "H", "H", "H", "H", "H", "H", "H", "H", "H", "H", "H", "H", "H", "H", "H", "H"],
  "coordinates": [[-0.769, 0.721, -0.907], [-1.476, 1.951, -1.314], [-0.601, 2.953, -1.684], [0.707, 2.499, -1.398], [0.728, 1.119, -1.071], [-0.086, -1.360, 0.794], [-0.225, -3.231, -0.032], [-1.026, -0.408, -1.228], [-2.585, 1.924, -1.458], [-0.793, 3.845, -2.204], [1.434, 0.277, -1.075], [1.652, 3.035, -1.533], [0.955, -3.885, -0.544], [-1.194, -3.663, -1.006], [-0.521, -4.220, 0.993], [2.558, 1.824, 3.035], [1.101, 1.854, 3.102], [0.511, 2.879, 2.236], [0.378, 0.366, 3.324], [0.843, -0.707, 2.368], [0.846, -0.065, 4.878], [0.814, -1.490, 5.164], [0.918, 0.833, 6.028], [-1.240, 0.754, 3.173], [-2.134, -0.001, 2.282], [-1.937, 1.515, 4.218], [2.932, 2.827, 3.319], [2.915, 1.604, 2.011], [2.965, 1.086, 3.738], [0.764, 2.724, 1.178], [-0.569, 2.905, 2.346], [0.924, 3.850, 2.555], [1.091, -2.040, 4.254], [1.540, -1.751, 5.958], [-0.183, -1.828, 5.497], [1.713, 0.508, 6.718], [1.147, 1.852, 5.717], [-0.012, 0.848, 6.621], [-2.873, 0.682, 1.905], [-1.545, -0.411, 1.380], [-2.597, -0.824, 2.822], [-2.090, 0.908, 5.113], [-1.413, 2.436, 4.481], [-2.925, 1.796, 3.825]]
}

No. 3
{
  "formula": "C11H26N2O6P",
  "method": "wB97M-V/def2-TZVPD",
  "mol_weight_g_mol": 313.31,
  "total_charge": 1,
  "homo_lumo_gap_ev": 9.322,
  "energy_ha": -1336.888360,
  "symbols": ["C", "C", "O", "C", "C", "O", "C", "C", "C", "C", "P", "O", "O", "O", "N", "H", "H", "H", "H", "H", "H", "H", "H", "H", "H", "H", "H", "H", "H", "H", "H", "H", "H", "H", "C", "O", "N", "C", "C", "H", "H", "H", "H", "H", "H", "H"],
  "coordinates": [[1.825, 4.190, -1.034], [0.507, 4.960, -1.179], [-0.324, 4.526, -2.255], [-0.712, 3.177, -2.266], [-1.589, 2.752, -1.081], [-1.455, 1.333, -0.859], [-0.416, 1.033, -0.014], [-0.552, 1.117, 1.495], [0.732, 0.381, 1.937], [1.067, -0.596, 0.756], [2.726, -0.263, 0.029], [3.466, 0.691, 0.844], [2.556, 0.231, -1.487], [3.301, -1.747, -0.098], [-0.109, -0.437, -0.157], [2.663, 4.882, -0.960], [2.015, 3.547, -1.894], [1.859, 3.577, -0.130], [0.704, 6.007, -1.400], [-0.055, 4.951, -0.238], [0.155, 2.500, -2.320], [-1.272, 3.038, -3.191], [-1.324, 3.298, -0.174], [-2.646, 2.920, -1.271], [0.513, 1.549, -0.300], [-1.446, 0.585, 1.826], [-0.587, 2.151, 1.831], [1.553, 1.079, 2.074], [0.577, -0.193, 2.846], [1.080, -1.623, 1.117], [2.011, -0.293, -2.086], [3.862, -1.901, -0.870], [-0.880, -0.994, 0.293], [-0.014, -0.735, -1.124], [-2.371, -3.341, 1.027], [-1.834, -2.233, 0.921], [-1.736, -4.503, 0.951], [-2.442, -5.770, 1.087], [-0.298, -4.526, 0.736], [-3.448, -3.428, 1.207], [-2.056, -6.330, 1.938], [-2.326, -6.369, 0.185], [-3.501, -5.578, 1.246], [0.221, -4.014, 1.547], [-0.040, -4.044, -0.208], [0.037, -5.559, 0.704]]
}

No. 4
{
  "formula": "C11H27BN6O3SbSe4Tc",
  "method": "wB97M-V/def2-TZVPD",
  "mol_weight_g_mol": 837.79,
  "total_charge": 2,
  "homo_lumo_gap_ev": [4.641, 4.641],
  "energy_ha": -10940.514743,
  "de_lowest_kj_mol": 0.0,
  "symbols": ["Tc", "C", "C", "N", "C", "C", "N", "C", "C", "C", "N", "C", "C", "N", "C", "H", "H", "H", "H", "H", "H", "H", "H", "H", "H", "H", "H", "H", "H", "H", "H", "H", "H", "H", "H", "H", "H", "H", "H", "B", "C", "N", "H", "H", "H", "O", "N", "O", "O", "Se", "Sb", "Se", "Se", "Se"],
  "coordinates": [[0.039, 0.311, 0.237], [1.991, -2.729, -0.156], [0.610, -2.605, -0.801], [0.347, -1.245, -1.309], [-0.771, -1.185, -2.277], [-2.074, -0.936, -1.554], [-1.891, 0.233, -0.666], [-3.029, 0.481, 0.264], [-3.299, -0.631, 1.271], [-2.116, -1.472, 1.726], [-0.856, -0.728, 1.932], [0.123, -1.640, 2.571], [1.479, -0.991, 2.528], [1.755, -0.542, 1.134], [2.627, -1.439, 0.335], [2.690, -3.135, -0.891], [1.953, -3.475, 0.640], [-0.186, -2.838, -0.093], [0.524, -3.328, -1.618], [1.166, -0.914, -1.818], [-0.831, -2.105, -2.864], [-0.545, -0.365, -2.964], [-2.365, -1.786, -0.940], [-2.885, -0.755, -2.265], [-1.847, 1.058, -1.271], [-3.930, 0.656, -0.330], [-2.787, 1.413, 0.774], [-4.046, -1.326, 0.884], [-3.769, -0.161, 2.137], [-1.889, -2.263, 1.009], [-2.389, -1.977, 2.658], [-1.040, 0.032, 2.590], [0.118, -2.577, 2.011], [-0.177, -1.872, 3.597], [2.262, -1.667, 2.876], [1.498, -0.104, 3.165], [2.268, 0.342, 1.190], [3.505, -1.686, 0.936], [2.984, -0.837, -0.504], [-0.763, 4.276, 2.640], [-0.526, 2.941, 1.897], [-0.347, 1.932, 1.335], [0.258, 4.417, 3.267], [-0.904, 5.099, 1.775], [-1.738, 4.110, 3.320], [2.164, 2.881, -2.105], [1.762, 2.127, -1.220], [2.357, 1.925, -0.179], [0.666, 1.490, -1.411], [5.273, 3.335, -5.087], [3.311, 2.344, -4.531], [-0.389, 3.256, -4.622], [1.417, 4.356, -4.738], [2.244, 0.299, -4.487]]
}